[1]
Molecular formula: C2H3N3S
Method: DFT, the ωB97M-V functional and the def2-TZVPD basis

Cartesian coordinates (Å):
S1 0.121 2.965 2.066
N1 0.775 -2.391 -1.526
N2 -0.864 -0.292 0.670
N3 -0.806 0.676 1.377
C1 0.333 1.425 1.534
C2 1.165 -1.357 -1.911
H1 1.215 1.063 0.847
H2 -1.730 1.011 1.865
H3 0.426 -3.218 -1.240

## Properties
M in g mol⁻¹: 101.1
E_tot in hartree: -640.2805
ΔE to the lowest compared entry with this formula, charge and spin in kcal per mole: 112.5
HOMO (spin up / spin down) in eV: -8.751 / -8.751

***

[2]
Molecular formula: C8H18N3O
Method: DFT, the ωB97M-V functional and the def2-TZVPD basis

Cartesian coordinates (Å):
O1 -1.947 1.716 1.033
N1 -0.367 -1.233 -0.112
N2 1.723 0.779 0.003
N3 -0.534 0.120 0.252
C1 -2.985 -0.055 -0.314
C2 0.043 -2.047 1.050
C3 0.603 0.943 0.872
C4 -1.961 0.698 0.416
C5 2.982 0.724 0.675
C6 1.567 1.706 -1.168
C7 0.571 -1.368 -1.245
C8 -4.285 0.095 -0.036
H1 0.644 2.146 -1.351
H2 0.933 0.537 1.796
H3 3.686 0.237 0.170
H4 -1.243 -1.648 -0.283
H5 1.023 -1.717 1.110
H6 0.064 1.838 0.848
H7 -2.858 -0.472 -1.303
H8 2.172 2.534 -1.124
H9 0.212 -0.778 -2.017
H10 1.513 -1.109 -0.960
H11 -0.419 -1.990 2.012
H12 2.920 0.335 1.608
H13 3.331 1.865 0.863
H14 0.520 -2.352 -1.457
H15 1.949 1.193 -2.060
H16 -4.731 0.765 0.658
H17 -5.024 -0.310 -0.597
H18 -0.101 -3.151 0.663

## Properties
SMILES string: C=CC(=O)N(CN(C)C)[NH+](C)C
Net charge: +1
M in g mol⁻¹: 172.3
E_tot in hartree: -554.7043
ΔE to the lowest compared entry with this formula, charge and spin in kcal per mole: 72.0
HOMO in eV: -12.210

***

[3]
Molecular formula: C2H9BN2
Method: DFT, the ωB97M-V functional and the def2-TZVPD basis

Cartesian coordinates (Å):
N1 2.556 -0.591 0.121
N2 0.535 -0.133 1.622
C1 -1.867 0.776 -0.450
C2 -0.946 -0.102 -1.343
B1 1.197 -0.353 0.401
H1 -1.203 -1.188 -1.578
H2 3.149 -1.231 0.789
H3 -1.632 0.396 0.563
H4 -0.735 0.523 -2.256
H5 0.894 0.024 2.561
H6 -0.426 0.158 1.440
H7 -1.628 1.766 -0.537
H8 -2.901 0.598 -0.584
H9 3.007 -0.642 -0.750

## Properties
M in g mol⁻¹: 71.9
E_tot in hartree: -215.8903
ΔE to the lowest compared entry with this formula, charge and spin in kcal per mole: 87.4
HOMO in eV: -7.212